[1]
Density functional theory data (the ωB97M-V functional and the def2-TZVPD basis) for C17H21Cl3O4W as an isolated structure.

CARTESIAN COORDINATES (ANGSTROEM)
C1 -1.43 -0.46 -2.98
C2 -0.26 0.33 -3.21
C3 -0.41 1.61 -2.53
C4 0.80 0.00 -4.22
C5 -1.66 1.60 -1.88
C6 -2.32 0.32 -2.14
C7 -3.37 -0.26 -1.30
C8 -1.67 -1.81 -3.50
C9 0.49 2.78 -2.72
C10 -2.23 2.70 -1.07
W1 -0.60 -0.15 -0.84
Cl1 3.23 0.53 -1.59
Cl2 0.33 -2.39 -0.98
Cl3 0.02 1.42 0.83
H1 1.13 -1.04 -4.10
H2 1.70 0.62 -4.09
H3 0.42 0.12 -5.25
H4 1.53 2.48 -2.83
H5 0.43 3.43 -1.85
H6 0.18 3.37 -3.59
H7 -1.46 3.38 -0.70
H8 -2.78 2.31 -0.20
H9 -2.94 3.28 -1.68
H10 -4.09 0.54 -0.96
H11 -2.88 -0.64 -0.31
H12 -3.86 -1.09 -1.79
H13 -0.75 -2.35 -3.69
H14 -2.22 -1.74 -4.44
H15 -2.28 -2.39 -2.81
O1 -1.68 -0.89 0.42
H16 -1.51 -1.84 0.44
O2 -0.36 -2.18 6.02
C11 0.84 -2.19 6.42
C12 1.27 -3.02 7.58
C13 2.56 -3.01 8.01
C14 3.55 -2.24 7.38
C15 3.19 -1.45 6.27
C16 1.88 -1.39 5.79
C17 1.58 -0.49 4.63
O3 2.43 0.16 4.08
O4 0.28 -0.46 4.28
H17 -0.20 -1.14 4.90
H18 0.48 -3.60 8.04
H19 2.83 -3.62 8.86
H20 4.57 -2.24 7.71
H21 3.95 -0.82 5.74

Summary:
- multiplicity = 3
- expectation value of S² = 2.011
- net charge = -2
- ΔE to the lowest compared entry with this formula, charge and spin (eV) = 0.591

[2]
Density functional theory data (the ωB97M-V functional and the def2-TZVPD basis) for one molecule with the formula C17H21ClN4O2.

CARTESIAN COORDINATES (ANGSTROEM)
O1 -3.73 4.59 -0.85
Cl1 2.73 -5.21 1.05
N1 1.11 -4.77 -0.97
N2 0.30 -4.07 -1.78
O2 -0.58 -2.18 -2.69
C1 -3.03 3.64 -0.62
C2 1.67 -4.13 0.09
C3 0.13 -2.74 -1.73
C4 -2.12 -0.75 -1.27
C5 -0.93 0.14 -3.16
C6 -2.58 0.52 -0.96
C7 -1.36 1.39 -2.85
C8 0.81 -2.06 -0.70
C9 -1.26 -1.00 -2.39
C10 -2.23 1.57 -1.84
C11 1.60 -2.75 0.29
N3 -2.77 2.79 -1.68
N4 -2.26 3.64 0.58
C12 -2.77 4.17 1.81
C13 -0.86 3.22 0.67
C14 2.25 -0.42 1.32
C15 3.98 -2.12 0.94
C16 2.51 -2.53 2.68
C17 2.58 -2.00 1.30
H1 -2.51 -1.60 -0.65
H2 -0.33 0.00 -4.03
H3 -3.23 0.79 -0.13
H4 -1.15 2.26 -3.55
H5 0.80 -0.99 -0.66
H6 -3.28 3.04 -2.47
H7 -2.47 3.49 2.60
H8 -2.39 5.17 2.13
H9 -3.90 4.14 1.81
H10 -0.66 2.64 -0.20
H11 -0.71 2.52 1.44
H12 -0.21 4.13 0.86
H13 1.25 -0.28 1.64
H14 2.88 0.11 2.05
H15 2.45 0.10 0.38
H16 4.31 -3.17 0.75
H17 4.59 -1.71 1.71
H18 4.07 -1.60 -0.04
H19 2.96 -1.79 3.31
H20 1.43 -2.70 2.94
H21 2.91 -3.54 2.86

Summary:
- net charge = 0
- ΔE to the lowest compared entry with this formula, charge and spin (eV) = 4.288

[3]
Density functional theory data (the ωB97M-V functional and the def2-TZVPD basis) for C17H21F2O21PbZn as an isolated structure.

CARTESIAN COORDINATES (ANGSTROEM)
Pb1 -1.15 -0.42 -4.93
Zn1 2.20 1.27 -3.07
O1 -0.79 4.13 -2.84
C1 0.51 3.99 -3.32
O2 1.36 3.34 -2.69
O3 0.74 4.40 -4.45
H1 -0.55 3.76 -1.98
O4 2.70 -2.97 -4.02
C2 2.00 -1.81 -4.12
O5 0.91 -1.74 -4.71
O6 2.40 -0.72 -3.57
H2 1.88 -3.40 -4.27
O7 -0.52 0.42 -0.50
C3 0.36 0.66 -1.38
O8 0.11 0.72 -2.61
O9 1.51 0.90 -1.04
H3 -0.09 0.69 0.31
C4 1.72 -2.93 -0.49
C5 0.31 -3.55 -0.87
C6 -0.80 -3.13 0.02
O10 -1.87 -2.77 -0.72
C7 -1.47 -2.61 -2.00
O11 -2.11 -2.02 -2.83
O12 -0.16 -2.93 -2.03
H4 2.27 -3.60 0.17
H5 1.64 -1.92 -0.11
H6 2.44 -3.00 -1.30
H7 0.40 -4.61 -1.09
H8 -0.51 -2.32 0.69
H9 -0.92 -3.98 0.70
C8 -4.78 1.07 1.43
C9 -3.47 1.30 0.60
C10 -3.53 2.25 -0.63
O13 -2.36 3.06 -0.51
C11 -2.00 3.00 0.80
O14 -1.15 3.73 1.33
O15 -2.69 2.03 1.50
H10 -5.45 0.52 0.77
H11 -5.29 2.01 1.68
H12 -4.59 0.52 2.35
H13 -2.92 0.41 0.29
H14 -4.43 2.83 -0.80
H15 -3.50 1.64 -1.54
C12 3.65 0.55 1.56
C13 4.42 1.86 1.40
O16 5.72 1.53 1.04
C14 5.89 0.24 1.21
O17 6.94 -0.32 1.51
O18 4.74 -0.29 1.36
F1 4.65 2.51 2.54
H16 2.94 0.29 0.77
H17 3.33 0.36 2.58
H18 3.94 2.52 0.68
C15 -1.98 -0.66 4.48
C16 -1.96 -1.48 3.29
O19 -0.78 -1.19 2.71
C17 -0.26 -0.05 3.23
O20 0.68 0.56 2.75
O21 -0.93 0.23 4.37
F2 -2.94 -1.13 2.45
H19 -1.57 -1.24 5.31
H20 -2.74 0.00 4.90
H21 -2.09 -2.51 3.64

Summary:
- energy (a.u.) = -4412.111463
- net charge = +1

[4]
Density functional theory data (the ωB97M-V functional and the def2-TZVPD basis) for one molecule with the formula C17H21N3O3S.

CARTESIAN COORDINATES (ANGSTROEM)
C1 -3.24 -2.09 -1.71
C2 -4.30 -1.39 -0.87
N1 -3.74 -0.99 0.41
S1 -2.69 0.33 0.40
O1 -2.90 0.97 1.67
O2 -2.86 1.10 -0.80
C3 -1.10 -0.46 0.39
C4 -0.70 -1.14 1.53
C5 0.52 -1.80 1.53
C6 1.33 -1.79 0.40
C7 0.91 -1.09 -0.73
C8 -0.30 -0.42 -0.73
H1 -0.64 0.15 -1.59
H2 1.54 -1.07 -1.61
C9 2.67 -2.47 0.40
H3 2.91 -2.82 -0.60
H4 2.65 -3.33 1.08
C10 3.77 -1.49 0.85
C11 3.78 -0.31 -0.10
O3 4.25 -0.37 -1.22
N2 3.19 0.80 0.39
H5 2.68 0.78 1.26
C12 2.83 1.92 -0.45
C13 1.43 2.36 -0.14
N3 0.98 2.05 1.07
C14 -0.24 2.44 1.42
C15 -1.07 3.16 0.58
C16 -0.61 3.47 -0.69
C17 0.66 3.06 -1.06
H6 1.05 3.28 -2.04
H7 -1.24 4.01 -1.38
H8 -2.05 3.45 0.91
H9 -0.55 2.16 2.41
H10 2.95 1.62 -1.49
H11 3.52 2.76 -0.26
H12 3.59 -1.16 1.88
H13 4.74 -2.00 0.80
H14 0.84 -2.33 2.41
H15 -1.34 -1.14 2.39
H16 -4.43 -0.83 1.12
H17 -4.68 -0.52 -1.42
H18 -5.13 -2.08 -0.67
H19 -2.48 -1.38 -2.01
H20 -2.77 -2.88 -1.13
H21 -3.69 -2.52 -2.60

Summary:
- net charge = 0
- ΔE to the lowest compared entry with this formula, charge and spin (eV) = 1.582

[5]
Density functional theory data (the ωB97M-V functional and the def2-TZVPD basis) for one molecule with the formula C17H21N3O4S.

CARTESIAN COORDINATES (ANGSTROEM)
C1 4.32 -0.95 0.39
C2 3.47 -2.13 0.08
C3 2.12 -2.27 -0.03
C4 1.95 -3.65 -0.35
N1 3.12 -4.24 -0.41
O1 4.06 -3.31 -0.15
N2 0.81 -4.37 -0.62
C5 -0.49 -4.09 -0.31
O2 -1.39 -4.76 -0.74
C6 -0.69 -2.94 0.62
C7 -1.36 -1.79 0.20
C8 -1.51 -0.74 1.08
C9 -1.05 -0.81 2.38
C10 -0.42 -1.97 2.82
C11 -0.23 -3.02 1.94
H1 0.27 -3.92 2.26
H2 -0.07 -2.05 3.83
H3 -1.20 0.03 3.03
S1 -2.22 0.79 0.47
O3 -3.40 0.50 -0.30
O4 -2.32 1.70 1.57
N3 -1.02 1.22 -0.60
C12 0.18 1.79 -0.03
H4 0.98 1.67 -0.77
C13 0.06 3.26 0.38
H5 1.06 3.61 0.67
C14 -0.50 4.16 -0.72
H6 0.08 4.04 -1.64
C15 -1.98 3.89 -0.99
C16 -2.25 2.84 -2.08
H7 -2.07 3.28 -3.06
C17 -1.39 1.58 -1.95
H8 -1.94 0.73 -2.36
H9 -0.46 1.68 -2.51
H10 -3.30 2.56 -2.02
H11 -2.48 4.81 -1.29
H12 -2.45 3.56 -0.06
H13 -0.38 5.20 -0.40
H14 -0.59 3.33 1.25
H15 0.43 1.19 0.85
H16 -1.74 -1.71 -0.80
H17 0.97 -5.24 -1.11
H18 1.37 -1.51 0.07
H19 4.90 -1.14 1.30
H20 5.03 -0.78 -0.42
H21 3.70 -0.07 0.54

Summary:
- net charge = 0
- ΔE to the lowest compared entry with this formula, charge and spin (eV) = 3.422